1) {"formula": "C14H51N21O11", "method": "ωB97M-V/def2-TZVPD", "symbols": ["C", "C", "C", "O", "C", "N", "H", "H", "H", "H", "H", "H", "H", "H", "H", "H", "H", "C", "O", "N", "N", "H", "H", "H", "H", "C", "O", "N", "N", "H", "H", "H", "H", "C", "O", "N", "N", "H", "H", "H", "H", "C", "O", "N", "N", "H", "H", "H", "H", "C", "O", "N", "N", "H", "H", "H", "H", "C", "O", "N", "N", "H", "H", "H", "H", "C", "O", "N", "N", "H", "H", "H", "H", "C", "O", "N", "N", "H", "H", "H", "H", "C", "O", "N", "N", "H", "H", "H", "H", "C", "O", "N", "N", "H", "H", "H", "H"], "positions_angstrom": [[4.43034, 3.16512, 1.77391], [3.56182, 4.15553, 0.97260], [3.20981, 3.58473, -0.35913], [4.38930, 3.14628, -1.05300], [4.31325, 2.75942, -2.39992], [2.34586, 4.51491, 1.72165], [4.59849, 3.71793, 2.70106], [5.28623, 2.91699, 1.19274], [3.77403, 2.26376, 2.11658], [4.13114, 5.07796, 0.91384], [2.53003, 4.21825, -0.95219], [2.50992, 2.70816, -0.20381], [5.32990, 2.54569, -2.63919], [3.86989, 3.51316, -3.02265], [3.68683, 1.85255, -2.58268], [1.75626, 3.69395, 1.76579], [1.82916, 5.17614, 1.11525], [-2.27797, -1.81676, -2.51145], [-3.15398, -1.51250, -3.33047], [-1.98814, -3.14366, -2.27504], [-1.71326, -0.85839, -1.72243], [-2.43628, -3.79442, -2.88282], [-1.22993, -3.50184, -1.64198], [-1.84807, 0.10401, -2.06946], [-0.82980, -1.07299, -1.22850], [-1.27411, 0.78669, -5.13970], [-0.15586, 1.39304, -5.18596], [-2.36255, 1.43543, -4.67151], [-1.41271, -0.51262, -5.40956], [-3.01165, 0.82641, -4.21340], [-2.09780, 2.37992, -4.37606], [-2.16871, -1.05737, -5.06615], [-0.51571, -0.92057, -5.36813], [2.06877, -3.94172, -2.45924], [1.90539, -3.29082, -3.51548], [1.68268, -5.25858, -2.38522], [2.51180, -3.44485, -1.29213], [1.20310, -5.54137, -3.21665], [1.56720, -5.73780, -1.51278], [2.32163, -2.46271, -1.26538], [2.35189, -3.78987, -0.35042], [1.50551, -1.90838, 3.60233], [0.82694, -1.41501, 2.66456], [1.87522, -3.22286, 3.65139], [1.91859, -1.11085, 4.64333], [2.24778, -3.56878, 4.55707], [1.42202, -3.88887, 3.00170], [1.28840, -0.37997, 4.90129], [2.28606, -1.68506, 5.35350], [1.10876, -0.01445, -2.46178], [1.10968, -0.57243, -1.38034], [1.54642, -0.63953, -3.57817], [0.89811, 1.26945, -2.52748], [1.47030, -0.13638, -4.43974], [1.80641, -1.59588, -3.48105], [0.32122, 1.61683, -1.77037], [0.83771, 1.58424, -3.52354], [-4.12836, -2.53870, 1.45898], [-3.39362, -3.50839, 1.60415], [-3.85949, -1.35898, 2.14637], [-5.32884, -2.64849, 0.80955], [-4.16283, -0.48752, 1.74108], [-3.02507, -1.42763, 2.68909], [-5.85268, -1.81680, 0.65276], [-5.22491, -3.31727, 0.03306], [-4.53712, 1.98578, 0.32703], [-4.36105, 1.25283, 1.34863], [-3.64552, 2.48100, -0.46502], [-5.82945, 2.46511, 0.03343], [-3.87710, 3.30339, -1.09772], [-2.64079, 2.23197, -0.40128], [-6.08045, 2.62723, -0.92761], [-6.55647, 2.23206, 0.64857], [-0.16508, -4.42858, 0.88125], [1.05427, -4.77117, 0.77241], [-1.14518, -5.31363, 0.97577], [-0.52089, -3.07424, 0.78653], [-0.88558, -6.29433, 0.92554], [-2.04361, -4.89974, 1.19261], [-1.48059, -2.95927, 1.10860], [0.15376, -2.36993, 1.05620], [0.92068, 2.71535, 4.27213], [0.51881, 1.59403, 4.56820], [0.21834, 3.57473, 3.60047], [2.16124, 3.01675, 4.86158], [0.58805, 4.50721, 3.39930], [-0.79146, 3.39591, 3.35055], [2.71059, 2.17228, 5.12789], [2.68759, 3.75349, 4.42525], [-0.47608, 1.28316, 0.92446], [-0.83718, 1.58685, -0.20998], [0.84551, 1.19766, 1.21610], [-1.36521, 1.34695, 2.00069], [1.43787, 1.14314, 0.37354], [1.13631, 0.56311, 1.97357], [-2.36502, 1.17269, 1.79746], [-1.01071, 1.00264, 2.83514]], "e_homo_ev": -9.15, "e_lumo_ev": 0.2, "homo_lumo_gap_ev": 9.371, "total_charge": 0, "molar_mass_da": 689.7, "smiles": "COC[C@H](C)N.NC(N)=O.NC(N)=O.NC(N)=O.NC(N)=O.NC(N)=O.NC(N)=O.NC(N)=O.NC(N)=O.NC(N)=O.NC(N)=O"}

=====

2) {"formula": "C14H51N21O11", "method": "ωB97M-V/def2-TZVPD", "symbols": ["C", "O", "N", "N", "H", "H", "H", "H", "C", "O", "N", "N", "H", "H", "H", "H", "C", "O", "N", "N", "H", "H", "H", "H", "C", "O", "N", "N", "H", "H", "H", "H", "C", "O", "N", "N", "H", "H", "H", "H", "C", "O", "N", "N", "H", "H", "H", "H", "C", "O", "N", "N", "H", "H", "H", "H", "C", "O", "N", "N", "H", "H", "H", "H", "C", "O", "N", "N", "H", "H", "H", "H", "C", "O", "N", "N", "H", "H", "H", "H", "C", "C", "C", "O", "C", "N", "H", "H", "H", "H", "H", "H", "H", "H", "H", "H", "H"], "positions_angstrom": [[1.29504, -0.23104, -0.32583], [2.22659, 0.47058, -0.57703], [1.36341, -1.42231, 0.23097], [0.02774, 0.08754, -0.62247], [0.50439, -1.90807, 0.01594], [2.34422, -1.65756, 0.17840], [-0.83116, -0.44166, -0.67106], [0.01490, 1.06339, -0.88254], [-2.01961, -0.08718, -4.52736], [-1.76798, 0.15574, -5.73421], [-3.08822, -0.67169, -4.05371], [-1.17321, -0.00716, -3.53998], [-3.25530, -0.57376, -3.06245], [-3.85247, -0.82118, -4.69688], [-0.25541, 0.36972, -3.72899], [-1.22382, -0.53534, -2.68058], [-1.05269, -4.07468, -1.67367], [-0.95705, -3.81406, -0.45264], [-1.87884, -3.50350, -2.46005], [-0.60414, -5.13438, -2.29551], [-2.36997, -2.68310, -2.13474], [-1.94162, -3.76681, -3.43310], [-0.69958, -5.16936, -3.30038], [0.17120, -5.39956, -1.70506], [4.83157, -2.42793, 1.04390], [4.88914, -1.25028, 0.78479], [5.00667, -3.35817, 0.14709], [4.66318, -2.86529, 2.25317], [5.16476, -2.96497, -0.76971], [4.91562, -4.36374, 0.12199], [4.49472, -2.21722, 3.00929], [4.91533, -3.83337, 2.39223], [5.37164, 0.85788, -1.94157], [5.54926, 1.50283, -2.94273], [4.71874, -0.23063, -1.92654], [5.79513, 1.09421, -0.72616], [4.22657, -0.48671, -2.77052], [4.54644, -0.73024, -1.06584], [6.34345, 1.91734, -0.52149], [5.61090, 0.28314, -0.15317], [-1.10432, 4.04896, -1.44225], [-0.64963, 2.91536, -1.61585], [-1.71034, 4.68500, -2.44477], [-0.83135, 4.78929, -0.45418], [-1.84019, 4.29805, -3.36862], [-1.66880, 5.68463, -2.30656], [-1.11109, 5.75682, -0.37837], [-0.29709, 4.52504, 0.36121], [-3.24004, 2.00325, 1.96776], [-4.36254, 1.67746, 2.09246], [-2.68803, 1.82593, 0.82744], [-2.41451, 2.43843, 2.89779], [-3.23020, 1.41836, 0.07908], [-1.68400, 1.71721, 0.81288], [-2.77654, 2.59595, 3.82743], [-1.51618, 2.84897, 2.68668], [1.86307, 1.73047, -4.04379], [1.57066, 0.58142, -4.24243], [2.23593, 2.17091, -2.83703], [1.67987, 2.69592, -4.90657], [2.24305, 1.42775, -2.15310], [2.09677, 3.12319, -2.53056], [2.19736, 3.55826, -4.81347], [1.16752, 2.40577, -5.72719], [2.96648, 3.97539, 0.48729], [3.61173, 4.80408, 1.09543], [2.83286, 2.70726, 0.73199], [2.14715, 4.32297, -0.45699], [2.42706, 2.04142, 0.09006], [3.34758, 2.37212, 1.53378], [1.36399, 3.79093, -0.80870], [2.23543, 5.26405, -0.81289], [-3.59557, -1.18754, -0.49384], [-2.74088, -0.83931, -1.22100], [-4.57199, -1.96116, -0.85493], [-3.76880, -0.94844, 0.76261], [-5.21819, -2.17877, -0.10984], [-4.53601, -2.27478, -1.81434], [-4.45814, -1.44129, 1.31214], [-3.28913, -0.18387, 1.21587], [-4.02828, -2.72897, 5.70497], [-2.58630, -2.61897, 5.17301], [-2.16013, -1.37678, 4.49584], [-0.77142, -1.46489, 4.25153], [-0.18553, -0.48196, 3.32994], [-1.76609, -2.86532, 6.38005], [-4.37041, -1.70187, 5.83187], [-4.08422, -3.29247, 6.63633], [-4.72480, -3.22915, 5.03207], [-2.39305, -3.43239, 4.47365], [-2.28801, -0.49329, 5.12129], [-2.74490, -1.22590, 3.58844], [-0.37297, -0.76505, 2.29417], [0.89943, -0.37827, 3.34370], [-0.48291, 0.50654, 3.67998], [-1.77753, -2.05301, 6.98016], [-0.86538, -2.75513, 5.93656]], "e_homo_ev": -8.52, "e_lumo_ev": 0.1, "homo_lumo_gap_ev": 8.576, "total_charge": 0, "molar_mass_da": 689.7, "smiles": "COC[C@H](C)N.NC(N)=O.NC(N)=O.NC(N)=O.NC(N)=O.NC(N)=O.NC(N)=O.NC(N)=O.NC(N)=O.NC(N)=O.NC(N)=O"}

=====

Stability, lowest: 2)

=====

1) {"formula": "C7H12ClN2S", "method": "ωB97M-V/def2-TZVPD", "symbols": ["C", "C", "C", "C", "C", "C", "C", "N", "N", "S", "Cl", "H", "H", "H", "H", "H", "H", "H", "H", "H", "H", "H", "H"], "positions_angstrom": [[-1.30456, 1.18754, 0.58470], [-0.12907, -0.49996, -2.03572], [-0.85256, -0.16649, 1.01026], [0.78021, -0.16465, -0.92322], [-0.14795, 0.99824, -1.58378], [0.57595, -0.51262, 0.48112], [0.92989, -2.05664, 0.65706], [-1.07308, 1.56755, -0.64649], [-1.89968, 1.99992, 1.51841], [1.67947, 0.54432, 1.49347], [-2.19339, -1.23454, 0.36285], [0.25877, -0.68765, -2.99869], [-1.03395, -1.11177, -1.81303], [-0.97472, -0.11833, 2.06465], [1.73536, -0.00005, -1.20552], [0.48166, 1.72864, -2.11772], [2.06238, -1.85616, 0.39350], [0.54319, -2.82309, -0.02196], [0.92396, -2.35978, 1.80466], [-1.43264, 2.41269, -0.99149], [-1.80729, 1.80915, 2.48354], [-2.35196, 2.80399, 1.26330], [2.55976, -0.44752, 1.60850]], "e_homo_ev": -13.12, "e_lumo_ev": -3.9, "homo_lumo_gap_ev": 9.177, "total_charge": 1, "molar_mass_da": 191.7, "smiles": "C[C@]1(S)[C@H](Cl)C(=[NH2+])N[C@@H]2C[C@@H]21"}

=====

2) {"formula": "C7H12ClN2S", "method": "ωB97M-V/def2-TZVPD", "symbols": ["C", "C", "C", "C", "C", "C", "C", "N", "N", "S", "Cl", "H", "H", "H", "H", "H", "H", "H", "H", "H", "H", "H", "H"], "positions_angstrom": [[-0.36775, -1.52278, 0.59453], [1.53812, 0.88259, 1.16460], [-1.04459, -0.20639, 0.19447], [0.61505, 1.60834, 0.19452], [1.59607, -0.40937, 1.56776], [-0.22518, 0.70615, -0.76550], [-1.22790, 1.34508, -1.69239], [0.80265, -1.56921, 1.18133], [-0.96120, -2.61365, 0.18074], [0.88835, -0.32542, -1.80542], [-1.66387, 0.56186, 1.78529], [2.28710, 1.40762, 1.77544], [0.02957, 2.30529, 0.68392], [-1.84413, -0.37982, -0.43970], [1.29502, 2.31448, -0.37093], [2.36708, -0.69284, 2.23379], [-1.50780, 0.45755, -2.19031], [-0.93855, 2.12046, -2.35366], [-1.99959, 1.79894, -1.14913], [1.15049, -2.49785, 1.16289], [-1.87044, -2.36165, -0.16151], [-0.56617, -3.57103, 0.39764], [1.64763, 0.64165, -2.18835]], "e_homo_ev": -12.99, "e_lumo_ev": -3.9, "homo_lumo_gap_ev": 9.142, "total_charge": 1, "molar_mass_da": 191.7, "smiles": "C[C@@]1(S)CC=CNC(=[NH2+])[C@H]1Cl"}

=====

Stability, lowest: 1)